No. 1
Computed, not measured: a cluster of 3 separate species, H6O3 in total at a distorted geometry, with ωB97M-V with the def2-TZVPD basis set.

- Total charge: 0
- Kohn-Sham gap: 0.44500 hartree
- LUMO energy: 0.514 eV
- SMILES string: O.O.O

Last column: Löwdin charge in e.
Geometry (Å):
O1 -0.54 0.06 -1.65  -0.054
H1 -0.23 0.97 -1.44  0.075
H2 0.15 -0.46 -2.03  0.024
O2 -0.54 1.50 1.75  -0.067
H3 -0.15 0.70 2.15  0.040
H4 -0.80 1.21 0.85  0.021
O3 1.08 -1.19 0.22  -0.034
H5 0.23 -0.73 0.06  0.004
H6 0.81 -2.05 0.10  -0.009

***

No. 2
Computed, not measured: a cluster of 2 separate species, C3H5NO3 in total at a distorted geometry, with ωB97M-V with the def2-TZVPD basis set.

- Total charge: 0
- Kohn-Sham gap: 0.32716 hartree
- LUMO energy: 0.220 eV
- SMILES string: C=C(O)O.N=C=O

Last column: Löwdin charge in e.
Geometry (Å):
C1 -0.02 0.70 0.11  0.063
C2 -0.26 -0.37 -0.61  -0.475
O1 0.56 -1.37 -1.02  0.057
O2 -1.60 -0.68 -1.00  0.029
H1 -0.85 1.26 0.32  0.048
H2 0.97 1.04 0.11  0.007
H3 1.49 -0.99 -1.04  0.127
H4 -1.48 -1.48 -1.54  0.106
N1 3.18 1.09 -0.05  0.181
C3 3.29 0.09 0.61  -0.421
O3 3.11 -0.99 0.97  0.192
H5 3.78 1.81 0.30  0.086

***

No. 3
Computed, not measured: a structure of composition C49H67BrN5O10RbS at a distorted geometry, with ωB97M-V with the def2-TZVPD basis set.

- Total charge: -2
- Kohn-Sham gap: 0.20610 hartree
- LUMO energy: 2.858 eV

Last column: Löwdin charge in e.
Geometry (Å):
Rb1 -0.64 -0.13 0.51  0.754
O1 -3.51 0.32 -3.22  -0.090
C1 -4.77 0.04 -2.96  -0.325
C2 -5.70 0.13 -4.05  -0.034
C3 -7.06 0.15 -3.86  -0.118
C4 -7.56 -0.17 -2.57  -0.140
C5 -6.67 -0.45 -1.54  -0.104
C6 -5.31 -0.33 -1.70  -0.093
C7 -4.29 -0.64 -0.56  -0.314
O2 -2.97 -0.27 -0.96  -0.267
N1 -4.62 -0.01 0.73  -0.002
N2 -3.73 -0.23 1.73  0.046
C8 -3.87 0.54 2.75  -0.212
C9 -3.16 0.34 3.97  -0.626
Br1 -2.13 -1.22 4.27  0.835
C10 -3.11 1.17 5.07  -0.137
C11 -4.13 2.12 5.44  -0.221
C12 -5.47 2.07 5.02  -0.051
C13 -6.34 3.14 5.20  -0.093
C14 -5.89 4.25 5.89  -0.104
C15 -4.60 4.25 6.47  -0.098
C16 -3.73 3.23 6.23  -0.043
H1 -3.10 0.14 -1.98  0.032
H2 -5.23 0.41 -5.00  0.112
H3 -7.68 0.43 -4.69  0.084
H4 -8.64 -0.35 -2.43  0.084
H5 -7.05 -0.95 -0.65  0.104
H6 -4.19 -1.75 -0.31  0.159
H7 -5.57 0.26 0.91  0.127
H8 -4.62 1.32 2.76  0.110
H9 -2.31 1.00 5.78  0.081
H10 -5.80 1.16 4.50  0.113
H11 -7.37 3.05 4.81  0.108
H12 -6.59 5.06 6.12  0.096
H13 -4.36 5.09 7.09  0.092
H14 -2.68 3.31 6.53  0.116
C17 1.51 0.85 5.19  -0.054
C18 2.35 -0.16 4.38  -0.380
C19 2.49 -1.53 5.03  -0.043
C20 3.70 0.36 4.04  -0.152
C21 4.50 0.86 5.04  -0.077
C22 5.80 1.28 4.86  -0.107
C23 6.37 1.12 3.60  -0.068
C24 5.67 0.54 2.56  -0.147
C25 6.40 0.28 1.27  -0.343
C26 7.17 1.56 0.81  -0.075
C27 7.40 -0.90 1.46  -0.054
C28 4.32 0.11 2.76  -0.162
N3 3.65 -0.62 1.80  0.059
C29 3.76 -2.00 1.71  -0.417
O3 4.48 -2.72 2.44  -0.048
C30 2.96 -2.83 0.70  -0.164
C31 2.85 -4.23 0.92  -0.016
C32 2.34 -5.04 -0.09  -0.095
C33 2.16 -4.45 -1.31  -0.032
C34 2.14 -3.02 -1.42  -0.174
N4 2.45 -2.23 -0.39  0.198
C35 1.74 -2.52 -2.76  -0.513
O4 2.25 -3.09 -3.75  -0.028
N5 0.83 -1.53 -2.80  0.073
C36 0.81 -0.81 -4.02  -0.125
C37 1.69 0.35 -4.15  -0.139
C38 1.62 1.03 -5.36  -0.082
C39 0.75 0.73 -6.37  -0.126
C40 -0.15 -0.32 -6.22  -0.064
C41 -0.11 -1.14 -5.08  -0.112
C42 -1.02 -2.38 -5.05  -0.370
C43 -0.51 -3.56 -5.94  -0.053
C44 -2.48 -2.02 -5.28  -0.080
C45 2.75 0.64 -3.14  -0.373
C46 2.91 2.15 -2.95  -0.068
C47 4.00 -0.17 -3.47  -0.043
H15 0.43 0.53 5.09  0.060
H16 1.54 1.82 4.70  0.074
H17 1.85 0.86 6.21  0.056
H18 1.87 -0.33 3.40  0.126
H19 2.74 -1.37 6.11  0.088
H20 3.22 -2.18 4.59  0.066
H21 1.57 -2.06 5.01  0.057
H22 4.04 0.88 6.01  0.094
H23 6.38 1.66 5.68  0.081
H24 7.41 1.47 3.45  0.107
H25 5.67 -0.04 0.57  0.108
H26 8.12 1.60 1.34  0.052
H27 6.68 2.49 0.98  0.061
H28 7.40 1.46 -0.26  0.076
H29 8.24 -0.58 2.10  0.068
H30 7.85 -1.16 0.50  0.074
H31 6.94 -1.72 1.96  0.055
H32 3.35 -4.68 1.78  0.108
H33 2.21 -6.10 0.13  0.102
H34 2.03 -5.04 -2.23  0.116
H35 2.25 1.94 -5.47  0.103
H36 0.69 1.39 -7.29  0.097
H37 -0.88 -0.56 -6.99  0.096
H38 -0.97 -2.73 -4.03  0.092
H39 -0.43 -3.27 -7.00  0.070
H40 -1.14 -4.43 -5.79  0.058
H41 0.51 -3.78 -5.59  0.064
H42 -2.70 -1.84 -6.33  0.059
H43 -2.74 -1.08 -4.74  0.063
H44 -3.15 -2.83 -4.87  0.092
H45 2.34 0.15 -2.24  0.111
H46 3.33 2.59 -3.84  0.049
H47 3.61 2.41 -2.15  0.074
H48 1.99 2.71 -2.79  0.077
H49 4.58 0.24 -4.27  0.063
H50 3.77 -1.19 -3.81  0.076
H51 4.64 -0.26 -2.59  0.074
O5 -1.60 -2.57 -1.64  -0.129
H52 -2.26 -1.83 -1.54  0.016
H53 -0.84 -2.19 -2.19  0.028
O6 1.80 1.15 0.70  -0.257
H54 2.16 1.39 -0.21  0.056
H55 2.48 0.48 1.04  -0.001
O7 -1.19 -4.90 -0.24  -0.086
H56 -0.43 -5.20 -0.77  0.043
H57 -1.62 -4.22 -0.79  0.007
O8 -0.52 -3.00 1.79  -0.154
H58 -0.92 -3.34 2.60  -0.005
H59 -0.66 -3.74 1.14  0.008
C48 -3.02 4.29 -0.45  -0.244
S1 -1.73 3.92 -1.73  0.833
C49 -2.93 3.81 -3.13  -0.245
O9 -1.26 2.52 -1.46  -0.570
H60 -3.09 5.37 -0.45  0.027
H61 -2.71 3.89 0.53  0.053
H62 -3.96 3.82 -0.78  0.045
H63 -3.73 4.56 -3.01  0.046
H64 -3.32 2.79 -3.19  0.037
H65 -2.33 4.05 -4.04  0.052
O10 0.11 3.64 1.89  -0.071
H66 0.78 2.92 1.84  0.013
H67 0.47 4.32 2.46  0.025

***

No. 4
Computed, not measured: a structure of composition C14H23ClIO2P2Tl at a distorted geometry, with ωB97M-V with the def2-TZVPD basis set.

- Total charge: +2
- Kohn-Sham gap (spin up / spin down): 0.17937 / 0.20450 hartree
- LUMO energy (spin up / spin down): -10.298 / -9.628 eV

Last column: Löwdin charge in e.
Geometry (Å):
C1 -3.38 -3.41 -6.03  -0.096
C2 -2.14 -3.12 -5.24  -0.723
H1 -3.16 -4.13 -6.82  0.105
H2 -3.76 -2.49 -6.50  0.091
H3 -4.16 -3.83 -5.38  0.098
O1 -1.04 -3.59 -5.31  0.069
I1 -2.61 -1.50 -3.77  0.819
Tl1 -0.42 -1.52 -1.44  0.412
P1 0.71 1.63 -1.72  0.795
C3 2.40 2.26 -2.09  -0.242
C4 0.16 1.60 -3.48  -0.263
H4 -1.08 3.13 -1.13  0.002
H5 0.17 3.95 -2.13  0.071
H6 0.46 3.65 -0.38  0.061
C5 -0.01 3.26 -1.29  -0.259
H7 -0.92 1.43 -3.53  0.012
H8 0.41 2.59 -3.90  0.068
H9 2.30 3.09 -2.80  0.073
H10 3.01 1.47 -2.55  0.062
H11 0.69 0.83 -4.04  0.061
H12 2.87 2.62 -1.17  0.060
C6 2.37 -0.20 0.03  -0.087
O2 3.48 -0.38 0.17  0.123
Cl1 -1.99 0.72 -0.92  -0.103
C7 0.14 -2.69 2.55  -0.210
P2 -0.16 -1.01 1.89  0.984
C8 -1.94 -0.84 2.29  -0.233
C9 0.50 -0.06 3.30  -0.369
C10 1.43 0.96 3.00  -0.105
C11 2.10 1.60 4.05  -0.055
C12 1.82 1.27 5.38  -0.040
C13 0.84 0.33 5.67  -0.038
C14 0.16 -0.35 4.64  -0.069
H13 -0.25 -3.45 1.86  0.059
H14 -0.36 -2.79 3.52  0.066
H15 1.21 -2.87 2.71  0.074
H16 -2.15 -1.18 3.32  0.076
H17 -2.22 0.21 2.13  0.052
H18 -2.50 -1.43 1.55  0.050
H19 1.68 1.20 1.95  0.065
H20 2.87 2.34 3.80  0.123
H21 2.40 1.74 6.18  0.127
H22 0.61 0.07 6.71  0.126
H23 -0.57 -1.12 4.91  0.108

***

No. 5
Computed, not measured: an isolated molecule of C5H11N3O at a distorted geometry, with ωB97M-V with the def2-TZVPD basis set.

- Total charge: 0
- Kohn-Sham gap (spin up / spin down): 0.24493 / 0.24480 hartree
- LUMO energy (spin up / spin down): -0.749 / -0.751 eV

Last column: Löwdin charge in e.
Geometry (Å):
C1 -0.18 2.36 -1.18  -0.036
N1 0.27 1.65 0.02  -0.021
C2 1.02 -0.25 -1.06  -0.118
N2 0.97 0.56 0.10  0.056
H1 0.00 2.02 0.92  0.153
H2 -0.78 3.21 -0.85  0.092
H3 -0.79 1.72 -1.81  0.075
H4 0.68 2.73 -1.74  0.092
H5 1.82 -0.98 -0.95  0.102
H6 1.06 0.25 -2.03  0.104
C3 0.42 -1.90 1.84  -0.078
C4 -0.55 -1.04 1.10  -0.383
C5 -0.48 -1.01 -0.78  -0.411
N3 -1.54 -0.48 1.59  0.104
O1 -1.48 -0.40 -1.21  -0.114
H7 -2.08 0.03 0.87  0.042
H8 -0.35 -2.10 -0.86  0.132
H9 1.42 -1.48 1.76  0.064
H10 0.14 -1.97 2.89  0.073
H11 0.43 -2.90 1.40  0.073

***

No. 6
Computed, not measured: a structure of composition C3H8N4O at a distorted geometry, with ωB97M-V with the def2-TZVPD basis set.

- Total charge: 0
- Kohn-Sham gap: 0.32734 hartree
- LUMO energy: -0.321 eV

Last column: Löwdin charge in e.
Geometry (Å):
C1 0.40 -0.24 1.57  -0.137
C2 -0.28 -1.71 -0.03  -0.304
C3 -0.48 0.59 -0.99  -0.480
H1 0.89 0.98 1.02  0.108
H2 0.78 -0.68 2.59  0.064
H3 -1.16 -0.31 1.86  0.206
H4 -0.57 -2.63 -0.43  0.089
H5 -2.03 -0.80 -0.51  0.149
H6 -1.30 2.53 -0.73  0.078
H7 1.41 -0.18 -2.11  0.235
H8 1.79 0.81 0.47  0.214
N1 0.73 -1.55 0.77  -0.023
N2 -1.00 -0.70 -0.66  -0.010
N3 -1.48 1.46 -0.53  0.076
N4 0.75 0.77 -1.68  -0.007
O1 1.54 1.66 -0.61  -0.261

***

No. 7
Computed, not measured: an isolated molecule of C4H10NOP at a distorted geometry, with ωB97M-V with the def2-TZVPD basis set.

- Total charge: 0
- Kohn-Sham gap: 0.34570 hartree
- LUMO energy: 0.771 eV
- SMILES string: C[C@H](C=O)N(C)P

Last column: Löwdin charge in e.
Geometry (Å):
C1 1.74 -0.43 -0.01  -0.060
C2 0.72 0.75 0.39  -0.350
C3 1.09 1.20 1.75  -0.297
O1 2.08 1.81 2.01  0.086
N1 -0.71 0.25 0.41  -0.489
C4 -1.61 0.55 -0.77  -0.148
P1 -1.17 -1.17 1.32  0.808
H1 1.76 -1.10 0.85  0.053
H2 1.56 -1.05 -0.97  0.096
H3 2.76 -0.06 -0.28  0.077
H4 0.75 1.67 -0.23  0.148
H5 0.36 0.94 2.45  0.079
H6 -2.59 0.84 -0.52  0.034
H7 -1.26 1.42 -1.38  0.085
H8 -1.70 -0.36 -1.39  0.067
H9 -0.73 -2.17 0.37  -0.105
H10 -2.53 -0.82 1.05  -0.085

***

No. 8
Computed, not measured: an isolated molecule of C2H5NO2 at a distorted geometry, with ωB97M-V with the def2-TZVPD basis set.

- Total charge: 0
- Kohn-Sham gap: 0.38953 hartree
- LUMO energy: 0.652 eV
- SMILES string: NCC(=O)O

Last column: Löwdin charge in e.
Geometry (Å):
N1 0.09 -0.88 -0.78  -0.018
C1 -0.69 0.06 0.03  -0.151
C2 0.32 0.95 0.82  -0.504
O1 -0.13 1.64 1.66  0.132
O2 1.57 0.69 0.31  0.086
H1 -0.32 -1.17 -1.61  0.057
H2 0.43 -1.74 -0.21  0.156
H3 -1.33 -0.44 0.75  0.118
H4 -1.27 0.74 -0.55  0.114
H5 1.33 0.14 -0.42  0.010

***

Copy entry 6 word for word.
Computed, not measured: a structure of composition C3H8N4O at a distorted geometry, with ωB97M-V with the def2-TZVPD basis set.

- Total charge: 0
- Kohn-Sham gap: 0.32734 hartree
- LUMO energy: -0.321 eV

Last column: Löwdin charge in e.
Geometry (Å):
C1 0.40 -0.24 1.57  -0.137
C2 -0.28 -1.71 -0.03  -0.304
C3 -0.48 0.59 -0.99  -0.480
H1 0.89 0.98 1.02  0.108
H2 0.78 -0.68 2.59  0.064
H3 -1.16 -0.31 1.86  0.206
H4 -0.57 -2.63 -0.43  0.089
H5 -2.03 -0.80 -0.51  0.149
H6 -1.30 2.53 -0.73  0.078
H7 1.41 -0.18 -2.11  0.235
H8 1.79 0.81 0.47  0.214
N1 0.73 -1.55 0.77  -0.023
N2 -1.00 -0.70 -0.66  -0.010
N3 -1.48 1.46 -0.53  0.076
N4 0.75 0.77 -1.68  -0.007
O1 1.54 1.66 -0.61  -0.261